Computed, not measured: 14 unconnected molecules or ions with the total composition C16H60N14O14 in a non-equilibrium geometry, with wB97M-V/def2-TZVPD.

energy relative to the best compared isomer or geometry (same formula, charge and spin) = 1017.94 kJ/mol
E_HOMO = -0.324 Eh
frontier orbital gap = 0.29843 Eh

Geometry (Å):
C  7.831  -4.220  -2.548
C  8.527  -5.487  -2.497
O  9.346  -5.625  -3.641
H  6.985  -4.276  -1.920
H  7.456  -4.071  -3.537
H  8.359  -3.303  -2.323
H  7.752  -6.256  -2.495
H  9.125  -5.515  -1.522
H  9.426  -6.542  -3.841
C  7.801  -8.136  4.043
C  6.441  -7.341  3.953
O  6.652  -6.159  4.688
H  8.234  -8.215  5.044
H  8.579  -7.660  3.506
H  7.679  -9.141  3.762
H  5.711  -7.908  4.541
H  6.051  -7.034  2.999
H  5.790  -5.726  4.658
C  13.210  -5.931  4.330
O  12.067  -5.648  3.569
N  13.171  -6.785  5.273
N  14.420  -5.471  4.166
H  12.271  -7.240  5.462
H  13.991  -6.910  5.968
H  14.651  -4.792  3.378
H  15.227  -5.767  4.872
C  11.098  -8.815  6.693
O  11.504  -10.122  6.864
N  10.820  -8.179  5.573
N  10.789  -8.101  7.735
H  10.851  -8.742  4.668
H  10.269  -7.297  5.468
H  10.990  -8.511  8.668
H  10.879  -7.107  7.522
C  7.406  -8.083  0.576
O  7.437  -6.703  0.815
N  6.319  -8.675  0.391
N  8.513  -8.827  0.624
H  5.612  -7.930  0.275
H  6.173  -9.579  0.898
H  9.364  -8.404  1.054
H  8.452  -9.833  0.608
C  7.646  -9.227  -2.972
O  7.774  -9.453  -4.367
N  6.540  -9.399  -2.299
N  8.711  -9.012  -2.219
H  5.559  -9.627  -2.669
H  6.434  -9.201  -1.310
H  9.677  -8.748  -2.648
H  8.718  -8.787  -1.184
C  9.787  -5.428  6.597
O  8.545  -5.283  7.216
N  9.800  -5.809  5.322
N  10.924  -5.556  7.135
H  8.865  -5.808  4.834
H  10.573  -5.659  4.708
H  11.125  -5.260  8.100
H  11.774  -5.751  6.568
C  14.465  -9.063  2.654
O  15.077  -10.219  2.223
N  14.154  -8.902  3.879
N  14.090  -8.068  1.885
H  14.359  -9.639  4.518
H  13.809  -7.998  4.296
H  14.483  -8.226  0.987
H  13.510  -7.193  2.055
C  10.902  -10.816  3.658
O  9.610  -11.107  3.392
N  11.550  -11.714  4.258
N  11.482  -9.644  3.335
H  10.916  -12.299  4.826
H  12.448  -11.530  4.686
H  10.961  -8.986  2.711
H  12.511  -9.411  3.490
C  11.498  -10.958  0.424
O  11.107  -10.306  -0.792
H  11.597  -12.048  0.195
H  10.685  -10.893  1.217
H  12.468  -10.682  0.862
H  10.378  -10.775  -1.272
C  10.975  -6.998  0.707
O  10.491  -7.387  2.031
H  11.194  -8.004  0.327
H  11.810  -6.346  0.958
H  10.255  -6.616  -0.021
H  10.671  -6.617  2.598
C  12.773  -6.157  -2.052
O  11.985  -5.217  -1.387
H  13.799  -5.711  -2.098
H  12.514  -6.207  -3.085
H  12.734  -7.205  -1.569
H  12.002  -4.389  -1.878
C  9.626  -3.988  2.138
O  8.874  -5.125  2.679
H  9.175  -3.585  1.202
H  10.573  -4.433  1.981
H  9.770  -3.227  2.960
H  8.435  -5.513  1.956
C  14.200  -4.493  1.170
O  14.654  -3.684  2.249
H  14.974  -5.235  0.761
H  13.854  -3.838  0.387
H  13.362  -5.142  1.372
H  14.103  -2.903  2.267